Entry 1:
12
Properties=species:S:1:pos:R:3:forces:R:3:lowdin_charge:R:1 method="wB97M-V/def2-TZVPD" e_above_lowest_ev=1.8966 orbital_gap_ev=7.68 e_tot_ha=-857.95234
C 0.0649 0.3856 -0.0030 3.67 -0.44 -0.93 -0.722
C -0.7519 -0.1286 1.1139 0.32 2.35 1.17 -0.142
C -0.5424 0.2658 -1.3242 -0.35 -0.72 -0.93 -0.204
P 2.2689 -0.7822 -0.1362 -1.61 -1.05 0.77 0.413
S 1.7603 1.1736 0.0262 -2.27 1.26 0.77 0.351
H -1.3281 0.7322 1.6215 0.52 -1.08 -0.92 0.115
H 0.0098 -0.3719 1.8557 -0.76 -1.00 0.37 0.054
H -1.4554 -0.8488 0.6837 0.35 -0.28 0.86 0.085
H 0.1162 0.3795 -2.1407 1.13 0.23 -0.73 0.053
H -1.2823 1.0160 -1.5024 -0.85 0.73 0.24 0.083
H -1.0104 -0.7006 -1.4911 -0.29 -0.16 0.22 0.082
H 2.1504 -1.1206 1.2965 0.14 0.16 -0.89 -0.168

Entry 2:
12
Properties=species:S:1:pos:R:3:forces:R:3:lowdin_charge:R:1 method="wB97M-V/def2-TZVPD" e_above_lowest_ev=3.6417 orbital_gap_ev="7.29 / 8.89" e_tot_ha=-857.88821
C 0.2932 0.1999 0.0271 0.14 0.89 1.65 -1.109
C -1.0368 -0.3939 -0.2966 0.15 -2.74 3.80 -0.210
C 1.4084 -0.0017 -0.9792 0.88 1.76 1.94 -0.129
P 0.5207 0.3645 1.8654 0.22 0.06 -0.29 0.580
S -0.0001 1.9377 0.6327 0.47 -0.25 0.01 0.455
H -1.4740 -0.0238 -1.1266 -1.59 1.53 -2.68 0.033
H -1.7069 -0.3508 0.6375 0.71 0.37 -1.64 0.061
H -0.9491 -1.4792 -0.4423 0.23 0.02 -0.16 0.085
H 2.4412 0.4065 -0.7601 -1.18 -0.86 0.52 0.105
H 1.1114 0.6483 -1.7273 -0.57 0.87 -2.32 0.043
H 1.3969 -0.9954 -1.2888 0.33 -1.68 -0.67 0.055
H -2.0048 -0.3122 3.4582 0.21 0.04 -0.16 0.029

Entry 3:
12
Properties=species:S:1:pos:R:3:forces:R:3:lowdin_charge:R:1 method="wB97M-V/def2-TZVPD" e_above_lowest_ev=0.0709 smiles=CC#CP[SiH3] orbital_gap_ev=9.18 e_tot_ha=-749.23354
C 0.9859 0.6894 1.3655 0.02 0.01 -0.41 -0.183
C -0.0894 0.4576 0.8874 -0.56 -0.17 -0.88 -0.441
C 2.3194 1.0585 1.7342 0.86 -0.29 1.94 -0.118
Si -1.9874 0.0962 -1.9600 0.97 -0.41 -0.02 0.365
P -1.7550 0.4755 0.3176 -1.59 -2.08 0.09 0.560
H 2.5405 2.0319 1.3818 -0.07 1.32 -0.23 0.063
H 2.4864 1.0734 2.8589 -0.18 -0.19 -1.37 0.106
H 3.0873 0.4737 1.2463 0.04 -0.67 0.12 0.075
H -3.1708 -0.7197 -2.4763 0.12 0.92 0.73 -0.105
H -1.8251 1.4558 -2.5941 -0.07 -0.72 -0.17 -0.123
H -0.9589 -0.9668 -2.2206 0.15 0.68 -0.30 -0.121
H -2.0306 -1.0281 0.3066 0.29 1.62 0.51 -0.079

Entry 4:
11
Properties=species:S:1:pos:R:3:forces:R:3:lowdin_charge:R:1 method="wB97M-V/def2-TZVPD" e_above_lowest_ev=2.6579 s2=0.753 spin_multiplicity=2 orbital_gap_ev="9.22 / 5.94" e_tot_ha=-516.54158
S -0.3872 -3.0209 -0.8655 0.03 -0.03 -0.02 0.337
H -1.0069 -2.0325 -0.2063 -0.05 0.03 0.02 -0.333
C 0.9518 2.9646 -0.1740 -0.05 -1.27 -0.18 -0.112
C 0.3193 2.2237 0.9704 0.27 -0.34 -0.10 -0.234
C -0.4304 1.1039 0.8894 -0.05 -0.52 1.19 -0.035
H 0.1226 3.2349 -0.8260 -0.08 0.61 0.21 0.073
H 1.4947 3.8340 0.1771 0.24 -0.01 -0.30 0.066
H 1.4975 2.3101 -0.8577 0.64 0.03 0.21 0.076
H 0.5427 2.6168 1.9644 -1.42 0.97 -0.13 0.092
H -1.3057 0.9808 1.5294 0.77 -0.05 1.03 0.042
H -0.1213 0.1195 0.5446 -0.30 0.57 -1.93 0.029

Entry 5:
11
Properties=species:S:1:pos:R:3:forces:R:3:lowdin_charge:R:1 method="wB97M-V/def2-TZVPD" e_above_lowest_ev=2.1911 smiles="[H][H].C=CC" orbital_gap_ev=10.72 e_tot_ha=-119.01495
C -0.7918 0.4327 0.8599 0.33 0.85 0.27 -0.134
C 0.0211 0.5853 -0.3741 -0.02 -0.65 -0.63 -0.330
C 1.2794 0.2019 -0.5213 0.16 0.04 -0.14 -0.063
H -1.8859 0.3389 0.7600 0.59 0.10 -0.22 0.077
H -0.4134 -0.2432 1.6409 0.04 0.22 -0.48 0.078
H -0.7462 -2.2337 -0.4538 -0.01 -0.16 -0.02 0.050
H -0.4982 1.4733 1.0792 -1.08 0.00 1.54 0.084
H -0.4595 1.2420 -1.1006 0.22 -0.28 -0.19 0.103
H -0.1419 -1.8974 -0.7264 -0.13 -0.14 0.02 0.025
H 1.7975 -0.3812 0.2402 -0.17 0.02 -0.19 0.063
H 1.8389 0.4814 -1.4038 0.07 0.01 0.04 0.049

Entry 6:
15
Properties=species:S:1:pos:R:3:forces:R:3:lowdin_charge:R:1 method="wB97M-V/def2-TZVPD" e_above_lowest_ev=0.4114 smiles="[H]/N=C(/C)CB(O)O" orbital_gap_ev=9.69 e_tot_ha=-349.27350
B 1.5252 0.3317 -0.2632 1.03 0.30 1.72 -0.761
C -1.0352 0.4664 0.1592 0.77 -0.28 0.44 -0.523
C -1.2676 -0.8566 0.7902 -1.57 -0.26 0.11 -0.049
C 0.2924 1.0901 0.4178 1.15 0.31 2.22 -0.043
N -1.9065 0.9204 -0.6176 -0.35 2.77 -1.21 0.124
O 2.7231 0.0774 0.3328 1.78 -0.02 1.00 0.151
O 1.3853 -0.0621 -1.4896 -0.54 -1.37 -5.40 0.206
H -2.3982 -1.0277 0.7948 1.68 0.00 0.40 0.109
H -0.8320 -1.5782 0.1203 0.20 -0.60 -0.24 0.076
H -0.7507 -0.9469 1.7534 -0.50 -0.03 -0.08 0.085
H 0.2482 2.0971 0.0397 0.23 0.54 -0.43 0.094
H 0.5010 1.2516 1.5465 -0.41 -0.58 -1.63 0.145
H -1.5965 1.8995 -0.9791 -0.61 -2.12 0.53 0.093
H 3.4935 -0.2910 -0.1808 -1.70 0.62 0.65 0.132
H 2.0559 -0.4174 -2.1458 -1.15 0.73 1.91 0.161

Entry 7:
16
Properties=species:S:1:pos:R:3:forces:R:3:lowdin_charge:R:1 method="wB97M-V/def2-TZVPD" e_above_lowest_ev=1.1559 smiles="CCB(O)OC(N)=O" orbital_gap_ev=11.06 e_tot_ha=-424.51511
C -0.4241 1.0563 -1.8815 0.18 -0.13 -0.54 -0.113
C -0.0589 -0.1322 -0.8558 0.49 0.18 -0.70 -0.139
B -0.9899 -0.1977 0.4562 -1.56 0.13 0.12 -0.469
O -2.4309 -0.2451 0.2264 2.45 -1.31 0.58 0.074
O -0.5820 -0.2611 1.8286 1.67 0.21 -1.62 0.154
C 0.7768 0.0657 2.0309 2.41 1.89 0.13 -0.483
N 1.8079 -0.9599 1.7985 -2.47 1.08 -0.90 0.132
O 1.1538 1.1944 2.3632 -1.70 -3.03 -0.71 0.089
H 0.2405 1.9752 -1.7639 -0.87 -1.29 0.15 0.080
H -0.2071 0.6503 -2.9316 -0.52 0.76 1.41 0.079
H -1.5094 1.3955 -1.8128 1.43 -0.63 -0.11 0.081
H -0.2374 -1.1100 -1.4390 0.17 1.26 0.97 0.121
H 1.0591 -0.0786 -0.6755 -1.30 -0.14 -0.09 0.090
H -2.6170 -1.2136 0.1909 -0.33 1.04 0.02 0.111
H 2.5781 -0.4724 1.3199 -0.33 -0.28 0.68 0.103
H 1.4405 -1.6669 1.1453 0.27 0.24 0.61 0.089

Entry 8:
14
Properties=species:S:1:pos:R:3:forces:R:3:lowdin_charge:R:1 method="wB97M-V/def2-TZVPD" charge=+1 s2=0.750 spin_multiplicity=2 orbital_gap_ev="8.54 / 10.57" e_tot_ha=-283.97565
C 0.2344 -1.3611 -0.1221 0.13 -0.10 -0.19 -0.008
C 0.5441 -0.0869 0.6215 -3.26 -0.37 1.87 -0.360
O 1.5541 0.6758 -0.0887 -5.38 4.67 1.05 -0.108
Be 2.6841 0.1407 -0.4722 6.98 -2.89 -2.47 0.609
H 0.2606 -1.2156 -1.2087 -0.19 -0.02 0.21 0.105
H -0.7600 -1.7200 0.1730 0.37 0.01 -0.02 0.114
H 0.9847 -2.1165 0.1417 -0.23 0.03 -0.07 0.102
H 0.9689 -0.2785 1.6151 -0.22 0.19 -0.26 0.175
O -0.5176 0.8349 0.8053 1.69 -0.84 0.21 -0.111
H 1.1841 1.5976 -0.1591 0.43 -0.55 0.12 0.215
C -1.5713 0.8627 -0.1472 -0.57 -0.16 -0.64 -0.054
H -2.1653 1.7525 0.0805 0.18 -0.25 0.00 0.112
H -1.1922 0.9435 -1.1772 -0.11 -0.01 0.21 0.105
H -2.2085 -0.0292 -0.0619 0.18 0.30 -0.02 0.103

Entry 9:
15
Properties=species:S:1:pos:R:3:forces:R:3:lowdin_charge:R:1 method="wB97M-V/def2-TZVPD" e_above_lowest_ev=2.9288 charge=+1 orbital_gap_ev="5.51 / 6.56" e_tot_ha=-3443.33495
C 1.5572 1.7074 -0.4307 -0.25 -0.51 -0.84 -0.203
C 1.6126 1.1968 0.9493 -0.85 -1.56 1.69 -1.052
C -1.0755 -1.0115 -0.6214 0.97 1.46 -0.80 -0.656
N -2.2968 -1.8805 -0.3119 0.88 -1.49 -4.41 0.046
S -0.0423 0.8977 1.6221 -0.29 0.25 -0.55 0.460
Br 0.5187 -2.0834 -0.3963 -0.21 -0.43 0.13 0.605
I 1.5562 2.6451 2.6076 0.06 -0.40 -0.14 1.035
H 0.8223 2.5412 -0.4916 0.63 -0.63 -0.20 0.097
H 2.4910 1.8813 -0.9815 -0.13 0.24 0.61 0.100
H 1.1317 0.7786 -0.8722 -0.07 0.72 -0.47 0.047
H 2.1744 0.2901 1.3116 0.25 1.43 -0.89 0.065
H -0.9609 -0.7059 -1.6889 -0.93 -0.15 0.94 0.021
H -1.9835 -2.0066 0.5914 -0.31 -1.47 2.92 0.058
H -2.2917 -2.8317 -0.9371 -0.24 2.50 2.08 0.219
H -3.2134 -1.4187 -0.3503 0.49 0.04 -0.05 0.159

Entry 10:
15
Properties=species:S:1:pos:R:3:forces:R:3:lowdin_charge:R:1 method="wB97M-V/def2-TZVPD" e_above_lowest_ev=0.9374 charge=+1 smiles="C[C@@H](Br)C(=[NH2+])NO" orbital_gap_ev=10.96 e_tot_ha=-2877.55288
C -0.1015 0.4314 -0.0113 -1.31 0.39 0.78 -0.404
C 0.8900 -1.7841 -0.4030 1.20 2.96 1.76 -0.099
C -0.2615 -0.9963 0.2489 -1.29 -1.59 0.55 -0.573
N -0.3835 1.3023 0.9153 -0.66 -0.12 1.46 -0.010
N 0.0169 0.7872 -1.2512 -0.31 2.67 0.00 0.257
O -0.2598 2.6225 0.7392 -1.85 3.31 -0.77 0.020
Br -0.2702 -1.4030 2.2265 -0.18 0.21 -1.29 0.766
H 1.9113 -1.3692 -0.0991 -1.46 0.01 -0.48 0.138
H 0.8240 -1.8290 -1.4329 -0.18 -0.03 -2.22 0.058
H 0.9677 -2.7257 -0.0382 -0.38 -3.06 1.01 0.037
H -1.3745 -1.1512 -0.1884 2.60 -0.39 1.13 0.187
H -0.6183 1.0888 1.8795 0.36 -0.86 -0.21 0.119
H 0.1739 0.1517 -1.9727 0.29 -1.10 -1.12 0.118
H -0.3473 1.7136 -1.4789 0.67 -0.24 -0.23 0.160
H -1.1672 3.1611 0.8663 2.50 -2.17 -0.35 0.224

Entry 11:
15
Properties=species:S:1:pos:R:3:forces:R:3:lowdin_charge:R:1 method="wB97M-V/def2-TZVPD" e_above_lowest_ev=4.4875 charge=+1 orbital_gap_ev="9.68 / 7.76" e_tot_ha=-2877.42242
C 0.1213 0.1763 0.0281 0.77 1.85 -3.44 -0.261
C -0.8823 -2.0437 -0.2530 -0.01 0.34 0.44 -0.076
C -0.7771 -0.6618 -0.7613 -0.68 0.69 1.31 -0.555
N 1.2038 2.2490 -0.8572 -2.35 -2.06 -0.85 0.105
N 0.4895 -0.0269 1.2101 -0.54 -1.30 0.01 0.186
O 1.6328 2.6364 0.2811 2.77 0.69 1.51 -0.041
Br -2.2414 0.6551 -0.1928 -0.13 -0.59 -0.37 0.805
H -0.6698 -2.0563 0.7936 -0.20 -0.60 0.66 0.065
H -0.1544 -2.6253 -0.7611 0.80 -0.65 -0.45 0.104
H -1.8257 -2.4717 -0.4356 -1.23 -0.54 -0.18 0.090
H -0.8126 -0.6508 -1.8232 0.48 0.76 -0.75 0.102
H 0.2015 2.4929 -0.8182 0.16 0.04 -0.31 0.063
H 0.1120 -0.8372 1.6750 0.27 -0.12 0.84 0.130
H 0.9790 0.6643 1.6969 1.00 1.17 1.12 0.114
H 2.6236 2.4997 0.2175 -1.12 0.33 0.47 0.169

Entry 12:
17
Properties=species:S:1:pos:R:3:forces:R:3:lowdin_charge:R:1 method="wB97M-V/def2-TZVPD" e_above_lowest_ev=2.2369 charge=+2 orbital_gap_ev=1.93 e_tot_ha=-1495.87190
Hg 0.1915 -2.6757 0.7738 -1.02 1.95 0.98 1.452
Hg -1.7635 0.1529 2.1216 1.66 -2.06 -0.89 1.448
C -0.5603 0.2405 -0.9250 1.00 -0.39 -2.59 -0.220
O -0.7058 -0.6690 0.1235 -1.07 -0.93 2.94 -0.537
H -0.6511 1.2953 -0.6658 0.17 -0.18 0.23 0.093
H 0.3896 0.0169 -1.4105 0.57 0.71 0.32 0.083
H -1.2005 -0.0161 -1.7691 -0.87 0.18 0.36 0.098
C -0.8434 -2.1624 4.1935 -0.29 -0.51 0.55 -0.181
O -0.5015 -1.7623 2.8593 -0.08 1.48 -1.63 -0.522
H -1.4658 -1.3833 4.6336 -0.31 -0.36 0.00 0.073
H -1.3287 -3.1384 4.1810 -0.24 0.22 0.17 0.095
H 0.0193 -2.2134 4.8577 0.48 -0.08 -0.46 0.099
C 1.6372 2.3610 -3.8645 0.31 -0.76 1.60 -1.049
Cl 3.2836 2.8836 -4.2221 -0.47 0.04 -0.32 0.551
Cl 0.5136 3.6756 -3.4114 0.16 -0.36 -0.64 0.497
H 1.2617 1.5942 -4.5420 -0.17 0.93 -0.72 0.041
H 1.7242 1.8007 -2.9336 0.17 0.12 0.09 -0.021

Entry 13:
19
Properties=species:S:1:pos:R:3:forces:R:3:lowdin_charge:R:1 method="wB97M-V/def2-TZVPD" e_above_lowest_ev=6.6709 orbital_gap_ev=8.59 e_tot_ha=-1449.51893
C -3.1825 -25.4788 7.2119 -2.89 -4.06 -5.26 -0.258
N -2.4709 -25.4884 5.9293 -1.79 -0.50 -0.87 -0.412
O -3.1606 -25.5606 4.8908 1.76 0.37 1.48 0.048
O -1.2628 -25.4529 6.0236 0.26 0.20 -0.77 0.065
H -2.5407 -25.8952 7.9883 -0.43 -2.15 -2.80 -0.013
H -4.1129 -26.0340 7.0929 -0.01 -0.17 -0.33 0.115
H -3.4066 -24.4924 7.6179 -1.34 -0.29 -4.10 -0.041
C 1.6734 -23.3630 8.5684 -0.20 0.28 -0.51 -0.016
N 1.1737 -21.9395 8.3039 0.15 1.03 -1.87 -0.338
O -0.0272 -21.6542 8.5405 3.73 0.91 -0.36 -0.025
O 1.9355 -21.1821 7.7010 -1.10 -1.08 1.36 0.085
H 0.7670 -23.9616 8.4773 0.81 -0.01 -0.11 0.016
H 2.1227 -23.4226 9.5597 -0.38 0.22 -0.09 0.079
H 2.4284 -23.6974 7.8569 -0.16 0.79 -0.31 0.103
C -1.5186 -23.3726 9.4475 -0.73 0.66 1.45 -0.886
Cl -0.2413 -24.1240 10.4014 -0.93 -0.15 1.78 0.621
Cl -2.6836 -24.5938 8.9986 3.97 5.85 10.96 0.817
H -2.0084 -22.5288 9.9334 0.14 -0.29 0.74 0.055
H -1.0226 -22.8476 8.6312 -0.87 -1.61 -0.37 -0.016

Entry 14:
17
Properties=species:S:1:pos:R:3:forces:R:3:lowdin_charge:R:1 method="wB97M-V/def2-TZVPD" e_above_lowest_ev=0.0000 s2=0.886 spin_multiplicity=2 orbital_gap_ev="7.67 / 5.11" e_tot_ha=-1803.38152
Hg -0.8709 0.4607 0.1235 0.80 2.00 -1.36 0.810
C -0.7273 1.2764 3.3727 -0.20 0.05 0.16 -0.201
O -0.0796 1.3847 2.1516 -0.26 -0.13 0.99 -0.198
H -0.7847 2.1794 3.9805 0.50 0.55 -0.33 0.087
H -1.7900 1.1043 3.2016 -0.44 -0.21 -0.45 0.094
H -0.4134 0.4693 4.0346 0.41 -0.35 -0.31 0.080
C 2.0703 0.4839 -1.6806 -1.49 1.31 0.58 -0.226
O 1.3184 0.8926 -0.5121 0.53 -0.74 -0.41 -0.413
H 3.0935 0.1351 -1.5413 -0.27 -0.91 0.73 0.064
H 1.4090 -0.1294 -2.2927 0.44 -0.57 -0.19 0.045
H 2.2670 1.3542 -2.3066 -0.40 0.52 -0.10 0.064
Cl -2.1036 2.5805 -0.8081 0.39 -1.44 0.65 -0.342
C -0.5707 -2.5411 -1.6691 -1.11 0.54 0.95 -0.809
Cl -0.3980 -2.4532 0.2143 -0.16 -0.10 -1.92 0.431
Cl -1.8394 -1.3420 -2.2419 1.25 -0.82 0.52 0.466
H 0.4007 -2.3334 -2.1177 -0.28 0.13 0.24 0.025
H -0.9813 -3.5219 -1.9087 0.30 0.18 0.23 0.023

Entry 15:
14
Properties=species:S:1:pos:R:3:forces:R:3:lowdin_charge:R:1 method="wB97M-V/def2-TZVPD" e_above_lowest_ev=1.2246 orbital_gap_ev=9.42 e_tot_ha=-1166.52017
C -0.3616 -1.8345 0.3386 -0.18 0.11 0.01 -0.127
C -1.0880 -0.6079 -0.1965 0.07 -0.14 0.11 -0.368
C -0.1699 0.3267 -0.9424 1.13 2.16 1.94 -0.203
Si 0.9927 1.9130 0.5417 -1.14 -2.14 -3.22 -0.211
Cl 1.8619 0.9035 2.0476 0.28 -0.25 0.65 0.226
I 2.6981 2.9476 -0.9029 -0.21 -0.09 0.26 0.337
H 0.4175 -1.5483 1.0398 0.11 -0.01 0.09 0.041
H -1.0579 -2.4987 0.8461 0.01 -0.10 0.07 0.069
H 0.0998 -2.3839 -0.4799 0.07 -0.08 -0.04 0.073
H -1.8743 -0.9385 -0.8851 -0.04 0.04 0.04 0.103
H -1.5877 -0.0850 0.6225 -0.10 -0.03 -0.05 0.096
H -0.6997 1.0105 -1.5946 0.05 0.20 -0.09 0.035
H 0.6289 -0.1749 -1.4728 0.25 0.03 -0.04 0.041
H 0.1401 2.9702 1.0378 -0.30 0.29 0.28 -0.111

Entry 16:
13
Properties=species:S:1:pos:R:3:forces:R:3:lowdin_charge:R:1 method="wB97M-V/def2-TZVPD" e_above_lowest_ev=0.5137 smiles=NCCCCl orbital_gap_ev=10.60 e_tot_ha=-634.01573
C -0.9202 -0.6197 -0.3611 0.20 1.14 1.52 -0.277
C 0.4798 -0.7042 0.2479 -0.05 -0.26 1.10 -0.299
C 1.2191 0.5892 -0.0657 0.60 -0.58 2.54 -0.570
H -2.0673 1.0780 -0.5288 -1.53 0.46 -0.46 0.048
H -1.3226 0.8480 0.9232 -0.12 0.51 -1.24 0.105
H -0.9519 -0.7764 -1.4265 0.39 -0.25 -0.42 0.108
H -1.5528 -1.3806 0.1272 -0.21 0.40 -0.22 0.109
H 0.5598 -0.9051 1.3892 -0.59 0.24 -1.91 0.141
H 0.8287 -1.5512 -0.2653 1.64 -1.19 -0.31 0.076
H 0.9870 1.3069 0.7387 -0.38 0.00 -1.19 0.054
H 0.9651 0.9009 -1.0584 0.78 0.55 -0.44 0.074
N -1.2219 0.7997 -0.1174 -0.47 -0.83 1.92 -0.035
Cl 2.9973 0.4146 0.3969 -0.26 -0.19 -0.90 0.467

Entry 17:
14
Properties=species:S:1:pos:R:3:forces:R:3:lowdin_charge:R:1 method="wB97M-V/def2-TZVPD" e_above_lowest_ev=4.8225 charge=+1 orbital_gap_ev="8.91 / 8.90" e_tot_ha=-688.38524
C -0.6217 1.5207 -1.2997 1.86 -2.65 3.48 -0.617
C 0.3834 -2.0978 0.9779 -2.10 -3.00 2.50 -0.102
C 0.2923 -0.5898 0.6617 3.73 -1.41 -1.72 -0.363
N -0.4933 -0.5317 -0.5041 -1.17 3.67 -2.21 0.138
N -0.1589 2.5313 -0.6229 -1.59 2.21 -0.31 0.112
Cl -1.4435 1.6731 -2.6850 -0.65 0.19 -0.65 0.890
H 0.5660 -2.9295 0.1967 0.36 2.05 0.86 0.113
H 1.0222 -2.2352 1.9292 -0.41 0.28 -1.87 0.113
H -0.6234 -2.4571 1.4052 1.12 0.69 -0.76 0.096
H -0.0879 -0.0450 1.4773 -0.72 0.50 0.93 0.101
H 1.3976 -0.4070 0.4996 -1.12 0.78 0.07 0.131
H -0.0015 -0.5698 -1.4103 0.36 -0.98 0.72 0.068
H 0.4061 2.7023 0.2443 -0.63 -1.59 -1.02 0.171
H -0.6371 3.4355 -0.8699 0.96 -0.74 -0.04 0.147